Molecular formula: C21H61BrFN11O6P3S
Method: DFT, wB97M-V/def2-TZVPD

Cartesian coordinates (Å):
N1 3.051652 0.226848 4.441043
C1 2.799867 1.179218 3.397553
O1 3.541879 1.303314 2.456437
C2 1.521381 2.031260 3.496998
C3 0.374743 1.285536 2.807266
N2 -0.802093 0.924142 3.694677
Br1 -0.353291 0.087839 5.328343
S1 -1.905940 2.305202 3.947001
O2 -2.768586 1.919352 4.991832
O3 -1.108593 3.459094 4.057067
F1 -2.624342 2.201574 2.616720
H1 2.484596 -0.595653 4.226473
H2 2.613263 0.605013 5.276079
H3 1.722169 2.940149 2.941134
H4 1.308972 2.319349 4.522160
H5 0.745509 0.346692 2.402503
H6 0.022579 1.871325 1.961212
H7 -1.340361 0.218990 3.175568
O4 0.916823 2.058772 -2.665000
P1 2.409577 1.918973 -2.503269
N3 2.760288 3.328829 -1.579301
C4 3.913177 4.194632 -1.723355
C5 2.123177 3.412397 -0.272982
N4 2.823720 2.079087 -4.184063
C6 3.479981 3.265114 -4.702005
C7 1.756503 1.702481 -5.109416
N5 3.870031 1.097968 -2.198661
C8 4.190803 0.683392 -0.828115
C9 4.882518 0.696894 -3.165961
H8 4.876169 3.675077 -1.614686
H9 3.893395 4.977816 -0.966640
H10 3.904842 4.721104 -2.674499
H11 2.634891 2.802714 0.484960
H12 1.083682 3.072766 -0.340128
H13 2.091606 4.442457 0.085157
H14 2.858434 4.165018 -4.595138
H15 3.699352 3.134927 -5.763932
H16 4.444820 3.441847 -4.226348
H17 1.008799 2.496116 -5.225147
H18 1.244017 0.803594 -4.775652
H19 2.183830 1.490016 -6.092352
H20 4.753119 1.454965 -0.292337
H21 4.789988 -0.225832 -0.821482
H22 3.288048 0.466941 -0.255752
H23 5.623266 1.490338 -3.295949
H24 4.460269 0.440106 -4.129313
H25 5.412708 -0.195821 -2.824621
O5 -4.429444 4.337941 -1.878993
P2 -4.738299 2.955021 -2.369404
N6 -5.549501 2.317659 -0.985044
C10 -5.440668 0.973594 -0.478003
C11 -6.768976 3.010365 -0.577261
N7 -3.095242 2.400408 -2.568836
C12 -2.494883 1.436212 -1.676945
C13 -2.130734 3.471666 -2.822598
N8 -5.312772 1.781835 -3.454742
C14 -6.756398 1.750390 -3.702481
C15 -4.554321 0.806221 -4.219919
H26 -5.703809 0.195218 -1.211201
H27 -6.105414 0.835220 0.375331
H28 -4.443412 0.768119 -0.100153
H29 -7.633968 2.740042 -1.197152
H30 -6.632171 4.090029 -0.646881
H31 -7.017716 2.792872 0.462139
H32 -2.419302 1.819240 -0.641650
H33 -1.485226 1.193543 -2.018181
H34 -3.040304 0.489361 -1.666533
H35 -1.832267 4.002676 -1.910422
H36 -2.550239 4.196745 -3.515572
H37 -1.230843 3.060599 -3.282315
H38 -7.267840 1.085611 -2.997065
H39 -6.983924 1.404278 -4.709312
H40 -7.192705 2.744706 -3.607398
H41 -4.436413 -0.121402 -3.651161
H42 -3.577660 1.174055 -4.512099
H43 -5.070179 0.557252 -5.150552
O6 0.506568 -2.875054 2.875303
P3 0.997267 -4.228707 2.409473
N9 -0.455880 -5.132724 2.550427
C16 -0.581174 -6.502224 3.009835
C17 -1.576248 -4.685151 1.726574
N10 2.128704 -4.525657 3.702095
C18 1.867352 -5.513799 4.732828
C19 2.654685 -3.328165 4.338023
N11 1.802686 -5.318969 1.397916
C20 1.242134 -5.527482 0.057920
C21 3.023329 -6.070543 1.655623
H44 0.014718 -7.222301 2.431673
H45 -1.617643 -6.827960 2.940775
H46 -0.323639 -6.600055 4.061683
H47 -1.487894 -5.011459 0.682763
H48 -1.640307 -3.595556 1.730171
H49 -2.523891 -5.055957 2.116496
H50 0.983242 -5.261804 5.336054
H51 2.723550 -5.584081 5.406964
H52 1.740905 -6.513726 4.320314
H53 1.946006 -2.901877 5.067607
H54 2.889064 -2.562851 3.601045
H55 3.581018 -3.563844 4.865230
H56 0.513611 -6.344836 0.057183
H57 2.015940 -5.770732 -0.667291
H58 0.744590 -4.628225 -0.304601
H59 2.785592 -7.034251 2.113157
H60 3.718982 -5.533672 2.289150
H61 3.560123 -6.269745 0.725937

Forces on atoms 1 to 2 (eV/Å):
-0.819 0.556 -0.302
0.732 0.028 -0.200

Results
DFT total energy, a.u.: -5986.18629
Largest force on an atom, eV/Å: 5.98
Net charge: +1
Multiplicity: 1



Molecular formula: C21H61FN3O9PS
Method: DFT, wB97M-V/def2-TZVPD

Cartesian coordinates (Å):
N1 -1.640285 3.507128 1.006243
P1 -2.551526 3.574661 -0.284496
N2 -3.872087 2.411377 -0.332582
N3 -3.552341 1.181951 0.200809
S1 -5.368603 2.982017 0.309787
O1 -6.434016 2.362775 -0.508281
O2 -5.552422 2.662144 1.733386
F1 -5.492021 4.578657 0.092233
H1 -1.684036 4.387507 1.505034
H2 -1.840710 3.345468 -1.492484
H3 -3.130727 4.867097 -0.404072
H4 -2.621244 1.165168 0.609555
H5 -3.536644 0.492182 -0.545151
C1 0.617483 -0.343392 -1.417975
C2 -0.824315 -0.798461 -1.280173
C3 -1.015853 -2.222885 -1.775815
O3 -1.679569 0.086074 -2.016179
H6 0.930672 -0.352626 -2.466232
H7 0.729547 0.682927 -1.061923
H8 1.290721 -0.984184 -0.847512
H9 -1.126157 -0.732891 -0.231148
H10 -0.761067 -2.299155 -2.836472
H11 -2.059049 -2.528941 -1.674860
H12 -0.392048 -2.922001 -1.217468
H13 -1.430432 0.037601 -2.942871
C4 5.156329 -1.591653 1.910154
C5 4.671008 -1.567177 0.468847
C6 5.430990 -0.539631 -0.352952
O4 3.277495 -1.267410 0.439175
H14 4.999548 -0.619723 2.386463
H15 4.596221 -2.326867 2.490658
H16 6.218452 -1.838535 1.966055
H17 4.794044 -2.556586 0.024218
H18 5.280092 0.465897 0.050375
H19 5.067873 -0.526834 -1.381745
H20 6.501090 -0.754187 -0.364695
H21 3.153915 -0.393198 0.830045
C7 -0.453256 3.495251 6.449741
C8 -1.179286 4.358301 5.429256
C9 -2.607882 3.880606 5.216180
O5 -0.473854 4.334680 4.189054
H22 -0.395415 2.458246 6.107017
H23 0.571382 3.844591 6.586879
H24 -0.960379 3.513452 7.416166
H25 -1.186665 5.396112 5.767206
H26 -2.620486 2.856646 4.832935
H27 -3.114486 4.503405 4.477349
H28 -3.178163 3.910074 6.146513
H29 -0.458932 3.425729 3.873968
C10 3.443722 4.415707 0.910052
C11 3.487970 3.355409 -0.179263
C12 2.784122 3.830377 -1.440743
O6 2.873122 2.155847 0.290284
H30 2.410226 4.643369 1.186324
H31 3.944496 4.059444 1.811532
H32 3.927309 5.338263 0.583910
H33 4.525994 3.108414 -0.409142
H34 1.729228 4.039084 -1.238232
H35 2.816197 3.057643 -2.210951
H36 3.247770 4.736109 -1.835491
H37 1.954525 2.355958 0.497984
C13 10.833839 -1.999406 -1.406138
C14 9.386929 -2.451179 -1.281329
C15 9.207808 -3.878054 -1.776609
O7 8.541493 -1.573301 -2.023922
H38 11.155065 -2.016670 -2.451494
H39 10.945915 -0.972914 -1.053910
H40 11.500620 -2.641462 -0.827731
H41 9.071247 -2.383604 -0.238518
H42 9.476004 -3.956497 -2.834035
H43 8.164840 -4.185942 -1.687360
H44 9.827060 -4.575077 -1.209094
H45 8.805351 -1.619600 -2.946694
C16 -6.692541 0.515930 -2.941613
C17 -6.400443 -0.940584 -3.265083
C18 -7.372235 -1.872226 -2.560413
O8 -5.063501 -1.262441 -2.872729
H46 -6.593752 0.701546 -1.874818
H47 -5.979303 1.170018 -3.446649
H48 -7.701673 0.795508 -3.250507
H49 -6.459758 -1.097035 -4.343915
H50 -7.291449 -1.762793 -1.475042
H51 -7.140141 -2.913158 -2.795884
H52 -8.403706 -1.670361 -2.854059
H53 -5.000993 -1.129534 -1.922894
C19 -6.141471 -6.101266 -0.327941
C20 -4.931810 -5.321136 0.163294
C21 -5.227521 -3.831745 0.237163
O9 -3.824970 -5.548954 -0.708131
H54 -6.424665 -5.781073 -1.334833
H55 -5.912717 -7.166570 -0.383330
H56 -6.998208 -5.962236 0.334094
H57 -4.637032 -5.685608 1.148689
H58 -5.480390 -3.438501 -0.752019
H59 -4.348832 -3.283848 0.583576
H60 -6.057382 -3.625066 0.915812
H61 -4.069265 -5.232169 -1.582413

Forces on atoms 1 to 2 (eV/Å):
-0.456 -0.340 -1.383
1.233 0.717 1.260

Results
DFT total energy, a.u.: -2517.42163
Largest force on an atom, eV/Å: 6.66
Multiplicity: 1
SMILES: N=[PH2]N(N)S(=O)(=O)F.CC(C)O.CC(C)O.CC(C)O.CC(C)O.CC(C)O.CC(C)O.CC(C)O



Molecular formula: C21H61N15O13Zn
Method: DFT, wB97M-V/def2-TZVPD

Cartesian coordinates (Å):
Zn1 -0.024207 1.044342 -7.927964
C1 1.433470 1.389070 -5.949981
O1 1.163937 0.211473 -6.451758
O2 0.749893 2.351587 -6.516083
O3 2.320166 1.632743 -5.073220
C2 5.979755 0.745334 -5.404154
O4 7.050439 0.347515 -5.820144
N1 5.703869 0.847436 -4.054182
N2 4.943933 1.153554 -6.222754
H1 6.420904 0.634698 -3.392211
H2 4.765809 1.036514 -3.755449
H3 5.084480 1.106006 -7.212507
H4 4.025481 1.370766 -5.844854
C3 3.400656 -2.001993 -9.028999
O5 3.558883 -2.721122 -10.009793
N3 4.463979 -1.364617 -8.401424
N4 2.176744 -1.869237 -8.396300
H5 5.368221 -1.773173 -8.546038
H6 4.331610 -0.668250 -7.690874
H7 1.433081 -2.360495 -8.850423
H8 2.066164 -1.268198 -7.598334
C4 -1.256428 3.827655 -8.827309
O6 -0.946755 2.632996 -8.849806
N5 -1.865318 4.422461 -9.898628
N6 -1.081458 4.579845 -7.702338
H9 -1.768357 4.078454 -10.835239
H10 -2.191341 5.371325 -9.852968
H11 -1.099438 5.579517 -7.757005
H12 -0.679573 4.087880 -6.917459
C5 3.064520 5.309927 -6.298223
O7 3.553573 6.399430 -6.591016
N7 1.806628 4.953679 -6.759886
N8 3.663850 4.377704 -5.491599
H13 1.327222 4.067566 -6.559998
H14 1.407348 5.535292 -7.468847
H15 3.215270 3.498679 -5.273826
H16 4.625165 4.542176 -5.259265
C6 3.066786 -1.878896 -3.689091
O8 3.552608 -2.780107 -3.016666
N9 2.669503 -0.654660 -3.202931
N10 2.795032 -2.025815 -5.039399
H17 2.776453 -0.555738 -2.209305
H18 2.445501 0.176763 -3.761805
H19 3.232337 -2.805731 -5.489877
H20 2.198865 -1.336677 -5.471092
C7 2.717830 1.517661 -9.539752
O9 1.513137 1.277473 -9.316887
N11 3.383983 0.965073 -10.599273
N12 3.447828 2.346386 -8.715729
H21 2.887907 0.363571 -11.228412
H22 4.312077 1.270419 -10.816999
H23 2.906556 2.749080 -7.962304
H24 4.271452 2.810008 -9.047033
C8 -0.183235 -2.092086 -2.932309
O10 -1.555698 -2.293273 -2.653939
C9 -1.834623 -1.634314 -1.416033
C10 -3.343638 -1.640020 -1.159015
N13 -3.893009 -3.001281 -1.183135
C11 -5.347052 -3.088858 -1.368520
C12 -5.758282 -4.380504 -2.032687
O11 -5.125451 -4.702489 -3.238860
C13 -5.230753 -3.740008 -4.228508
H25 0.010003 -1.220123 -3.565046
H26 0.255364 -2.917319 -3.502916
H27 0.413394 -2.090097 -2.018021
H28 -1.555875 -0.600746 -1.644319
H29 -1.314986 -2.074062 -0.565119
H30 -3.777497 -0.823036 -1.759181
H31 -3.470025 -1.312175 -0.114704
H32 -3.453569 -3.446125 -1.992033
H33 -5.859177 -2.197456 -1.754610
H34 -5.742709 -3.176699 -0.344675
H35 -6.852184 -4.358629 -2.195722
H36 -5.658715 -5.252328 -1.386132
H37 -4.892890 -2.759285 -3.876477
H38 -6.238001 -3.664106 -4.654393
H39 -4.520624 -4.047422 -4.991542
C14 0.735757 4.407438 -1.160139
C15 1.304008 3.090589 -1.650412
C16 0.291284 2.142278 -2.269302
O12 -0.672189 1.593664 -1.391712
C17 -0.132341 0.712222 -0.435766
N14 2.360165 3.430573 -2.639034
H40 0.279799 4.997715 -1.960427
H41 1.506289 5.022223 -0.695688
H42 -0.026274 4.245176 -0.391653
H43 1.774764 2.607705 -0.785362
H44 0.828492 1.326436 -2.774151
H45 -0.256724 2.675033 -3.055671
H46 -0.902783 -0.009769 -0.178609
H47 0.219891 1.233449 0.465589
H48 0.775541 0.182192 -0.762807
H49 2.363394 2.819700 -3.467335
H50 1.957291 4.241587 -3.122471
C18 -3.071746 -1.449524 -9.549068
C19 -2.298666 -0.347122 -8.835764
C20 -2.654090 -0.229033 -7.358897
O13 -1.820018 0.744197 -6.746712
C21 -2.227008 1.024301 -5.419947
N15 -0.847103 -0.402116 -9.179215
H51 -2.924103 -2.407539 -9.043875
H52 -2.804024 -1.535543 -10.601076
H53 -4.155473 -1.312708 -9.502862
H54 -2.629753 0.588310 -9.302599
H55 -2.562410 -1.176086 -6.819122
H56 -3.702176 0.090053 -7.387109
H57 -3.218758 1.487931 -5.435786
H58 -1.567532 1.810315 -5.048098
H59 -2.162137 0.177248 -4.741966
H60 -0.512752 -1.340007 -8.921805
H61 -0.810993 -0.537218 -10.189603

Forces on atoms 1 to 2 (eV/Å):
0.839 0.499 0.151
0.187 0.400 -0.426

Results
DFT total energy, a.u.: -4415.82517
Largest force on an atom, eV/Å: 2.07
Multiplicity: 1